No. 1
163
Properties=species:S:1:pos:R:3:forces:R:3 method="wB97M-V/def2-TZVPD" e_homo_ev=-3.93 homo_lumo_gap_ev=5.504 charge=-1 total_energy_ha=-4036.650928
C -3.636 -5.442 -2.868 0.79 0.81 0.00
C -2.199 -4.867 -3.467 -1.13 -0.80 -0.09
O -2.366 -3.454 -3.837 0.57 -2.53 1.63
C -2.313 -2.574 -2.626 -1.44 0.68 0.40
B -0.986 -1.622 -2.814 1.32 -0.47 -0.05
N -1.002 -1.118 -4.262 0.46 1.29 -1.35
O -0.641 -0.637 -1.734 1.36 0.47 1.17
C 0.456 -1.161 -0.854 -2.12 0.81 0.28
C 1.170 -0.048 0.149 -0.95 0.47 -0.75
C 1.706 1.298 -0.618 0.83 0.49 1.36
C 3.352 1.401 -0.418 -0.13 0.74 -0.11
C 3.862 2.936 -0.067 1.66 -1.46 -1.27
O 4.447 2.925 1.313 0.55 -1.02 -0.72
C -0.400 -2.060 0.213 -0.02 -1.80 0.69
C -0.172 -3.678 0.118 -0.40 -0.21 1.49
C -1.023 -4.336 1.399 0.72 0.93 0.69
C -0.053 -4.169 2.747 0.10 1.20 -1.18
O 0.596 -5.447 3.080 -2.73 0.42 1.88
C -0.362 -6.096 4.033 0.00 -0.67 -0.29
C 1.345 -1.870 -2.030 -0.42 -0.08 -1.97
C 2.065 -0.898 -3.186 1.61 0.68 1.27
C 2.577 -1.735 -4.505 0.53 0.12 0.27
C 2.617 -2.845 -1.630 1.84 -4.03 0.25
C 2.682 -4.381 -2.293 4.41 2.51 3.75
C 4.059 -5.174 -1.808 -0.63 1.93 0.32
C 5.210 -4.588 -0.820 -4.03 1.77 -1.56
N 5.071 -3.221 -0.242 -3.48 -2.28 -3.63
C 3.867 -2.452 -0.664 -0.71 -1.36 -0.98
O 0.255 -2.474 -2.836 3.04 -1.57 2.44
H -3.807 -4.917 -1.829 0.21 -1.30 -1.95
H -4.476 -5.059 -3.592 1.55 -1.01 1.33
H -3.584 -6.617 -2.775 -0.33 2.36 -0.11
H -1.351 -5.080 -2.687 -1.43 0.73 -1.35
H -1.958 -5.558 -4.409 -0.40 1.88 1.64
H -2.343 -3.200 -1.636 -0.20 1.00 -1.82
H -3.280 -1.880 -2.721 1.78 -1.56 0.51
H -0.865 -0.085 -4.316 0.06 -1.14 -0.13
H -0.206 -1.611 -4.769 -1.43 1.27 0.92
H 1.998 -0.622 0.771 -1.51 1.22 -1.42
H 0.382 0.328 0.963 1.47 -1.09 -1.94
H 1.269 2.243 -0.035 0.87 -2.05 -1.27
H 1.358 1.402 -1.730 0.74 -0.52 2.20
H 3.943 1.043 -1.373 -1.26 0.58 1.90
H 3.690 0.735 0.511 -0.80 1.36 -2.00
H 3.028 3.747 -0.197 1.66 -1.61 0.77
H 4.784 3.161 -0.781 -2.38 -0.19 1.47
H 5.142 2.178 1.365 -1.86 1.84 -0.49
H -0.142 -1.754 1.338 -0.42 -0.63 -2.43
H -1.578 -1.884 0.125 2.80 -0.01 -0.14
H 0.963 -3.920 0.358 -2.27 0.32 -0.88
H -0.531 -4.159 -0.887 0.93 1.17 1.87
H -1.248 -5.476 1.261 0.31 2.17 0.23
H -2.014 -3.706 1.613 2.00 -1.57 -0.74
H 0.791 -3.369 2.480 -1.66 -1.91 0.60
H -0.624 -3.737 3.673 0.89 -0.92 -1.63
H -0.419 -5.527 5.054 0.19 -0.89 -1.90
H -1.453 -6.139 3.570 2.17 0.17 0.88
H -0.005 -7.198 4.229 -0.52 2.13 -0.45
H 3.054 -0.495 -2.653 -1.88 -0.60 -1.25
H 1.433 0.053 -3.442 0.89 -2.21 0.38
H 1.804 -2.500 -4.937 1.42 1.73 0.93
H 3.564 -2.344 -4.233 -2.13 1.27 -0.51
H 2.886 -0.959 -5.334 -0.76 -1.59 1.55
H 1.882 -4.810 -3.031 1.72 0.98 1.68
H 4.228 -6.268 -2.242 -0.37 2.54 1.05
H 6.154 -5.270 -0.574 -2.32 1.88 -0.45
H 3.802 -1.345 -0.214 0.33 -2.84 -1.06
C -2.589 0.849 2.242 -0.11 -0.49 -0.20
O -2.287 -0.331 2.318 0.06 -0.32 0.29
N -1.828 1.829 2.762 1.09 0.68 0.89
N -3.709 1.276 1.631 -1.21 -0.08 -0.46
H -2.060 2.807 2.709 0.13 -0.20 -0.11
H -0.975 1.551 3.230 -0.28 0.18 -0.27
H -4.310 0.570 1.226 0.21 0.27 -0.05
H -3.974 2.243 1.558 0.12 -0.22 -0.07
C -4.581 -3.777 3.893 -0.16 -0.10 -0.20
O -4.999 -4.056 2.780 -0.15 -0.17 -0.43
N -5.032 -4.376 5.010 -1.56 -0.36 0.52
N -3.634 -2.845 4.101 0.87 0.91 -0.27
H -4.700 -4.159 5.935 0.05 -0.22 -0.41
H -5.746 -5.083 4.898 0.34 0.33 0.01
H -3.267 -2.370 3.287 0.01 0.13 0.20
H -3.277 -2.601 5.010 -0.07 -0.15 -0.18
C -2.663 -6.010 7.260 -0.13 0.29 -0.43
O -3.185 -5.206 6.504 0.60 -0.18 0.51
N -2.157 -7.183 6.838 0.28 -1.02 -0.82
N -2.545 -5.794 8.583 -0.12 0.64 1.46
H -1.723 -7.857 7.445 -0.07 0.17 -0.13
H -2.225 -7.384 5.849 0.07 0.07 0.32
H -2.913 -4.923 8.942 0.18 -0.36 -0.11
H -2.118 -6.444 9.221 -0.08 0.13 -0.14
C -6.659 -1.164 -2.468 0.56 0.58 0.28
O -5.966 -0.320 -1.923 -0.12 0.01 0.10
N -7.330 -0.928 -3.610 -0.57 0.65 -1.11
N -6.815 -2.407 -1.976 -0.01 -1.29 1.03
H -7.906 -1.610 -4.074 0.21 0.11 0.12
H -7.240 -0.005 -4.014 -0.14 -0.16 -0.03
H -6.327 -2.626 -1.117 -0.10 0.00 -0.33
H -7.382 -3.115 -2.410 0.19 0.16 0.06
C 1.851 4.748 3.371 0.80 -0.62 -0.78
O 1.231 4.637 2.325 -0.46 0.21 -0.22
N 1.269 5.118 4.526 -1.34 0.70 1.24
N 3.172 4.509 3.462 0.58 -0.04 -0.20
H 1.763 5.214 5.397 -0.04 0.00 -0.18
H 0.275 5.306 4.501 0.37 -0.09 0.10
H 3.649 4.228 2.616 0.05 -0.24 0.09
H 3.699 4.595 4.315 0.10 0.20 -0.04
C 1.513 9.180 4.379 0.07 -0.54 -0.34
O 1.030 8.806 5.436 -0.08 -0.02 0.74
N 1.789 10.471 4.123 0.11 1.59 0.28
N 1.811 8.335 3.376 0.03 -0.84 -0.40
H 2.187 10.799 3.259 -0.08 -0.10 0.17
H 1.580 11.141 4.852 0.09 -0.23 -0.36
H 1.619 7.353 3.528 0.07 0.15 -0.10
H 2.209 8.624 2.499 -0.09 -0.08 0.17
C -8.727 1.944 -6.051 0.70 -0.18 0.65
O -7.964 1.659 -5.142 -0.11 0.01 -0.11
N -8.333 2.619 -7.146 0.82 0.75 -1.00
N -10.029 1.609 -6.040 -1.46 -0.61 0.41
H -8.946 2.863 -7.905 0.12 -0.06 0.18
H -7.360 2.890 -7.195 -0.33 -0.11 0.01
H -10.367 1.100 -5.233 0.12 0.21 -0.31
H -10.673 1.835 -6.779 0.15 -0.04 0.15
C 5.857 4.409 -3.650 -0.37 -0.47 0.66
O 5.374 4.035 -2.593 0.16 0.17 -0.21
N 6.133 5.700 -3.907 0.20 1.64 0.14
N 6.155 3.564 -4.653 0.23 -1.19 -0.76
H 6.531 6.028 -4.771 -0.11 -0.09 0.17
H 5.924 6.370 -3.178 0.07 -0.27 -0.31
H 5.963 2.582 -4.501 0.02 0.34 -0.09
H 6.553 3.853 -5.531 -0.12 -0.06 0.18
C 2.424 -4.075 -7.880 -0.27 1.19 0.60
O 2.347 -2.966 -7.373 0.10 -0.29 -0.30
N 3.589 -4.606 -8.293 1.69 -0.32 -0.46
N 1.351 -4.863 -8.071 -1.46 -0.61 -0.12
H 3.672 -5.517 -8.712 -0.03 0.19 0.12
H 4.421 -4.045 -8.167 -0.35 -0.25 -0.02
H 0.455 -4.501 -7.774 0.31 -0.13 -0.04
H 1.395 -5.779 -8.486 0.00 0.19 0.12
C -2.678 0.555 -7.696 0.71 -0.21 1.20
O -1.984 1.399 -7.151 -0.06 0.27 -0.28
N -3.348 0.792 -8.838 -0.86 0.94 -1.79
N -2.833 -0.687 -7.204 0.05 -0.73 0.33
H -3.924 0.110 -9.302 0.15 0.12 0.15
H -3.258 1.715 -9.242 -0.03 -0.41 0.16
H -2.346 -0.907 -6.345 0.10 -0.15 0.45
H -3.400 -1.396 -7.639 0.10 0.20 0.10
C 2.812 9.660 9.226 -0.09 0.68 0.29
O 3.015 10.344 10.216 0.11 0.09 0.30
N 3.212 8.379 9.132 0.69 -1.46 0.35
N 2.170 10.126 8.139 -0.49 0.84 -0.72
H 3.054 7.799 8.325 -0.02 0.14 0.09
H 3.699 7.989 9.928 -0.23 0.16 -0.34
H 1.852 11.085 8.169 0.12 -0.44 0.04
H 1.993 9.578 7.314 -0.22 -0.07 -0.15
C 6.125 4.500 6.197 -0.25 0.10 -0.36
O 5.463 5.233 5.478 -0.26 0.15 -0.04
N 6.269 3.184 5.959 -0.15 -1.18 -0.59
N 6.769 4.944 7.291 0.50 0.96 1.08
H 6.809 2.565 6.539 -0.11 0.12 -0.12
H 5.800 2.809 5.144 0.18 0.07 0.27
H 6.686 5.929 7.506 0.06 -0.38 -0.07
H 7.318 4.356 7.895 -0.11 0.11 -0.15



No. 2
36
Properties=species:S:1:pos:R:3:forces:R:3 method="wB97M-V/def2-TZVPD" e_homo_ev=-9.78 smiles=CO.CO.CO.CO.CO.CO homo_lumo_gap_ev=10.045 charge=0 total_energy_ha=-694.303704
C -0.471 0.300 -0.123 0.42 -0.10 0.30
O 0.968 0.223 -0.023 -0.90 0.29 -0.27
H -0.757 0.895 -0.991 0.13 -0.26 -0.05
H -0.825 -0.730 -0.170 -0.46 0.11 -0.37
H -0.914 0.769 0.756 0.08 0.12 0.13
H 1.086 -0.341 0.744 0.62 -0.08 0.37
C 2.412 -0.316 -3.022 -0.09 -0.17 0.36
O 1.013 -0.010 -2.972 0.49 0.10 -0.73
H 3.007 0.454 -2.531 -0.01 -0.07 0.35
H 2.537 -1.292 -2.553 0.46 0.01 0.19
H 2.842 -0.397 -4.020 -0.77 0.09 -0.32
H 0.807 -0.011 -2.034 0.12 0.02 0.08
C 4.120 1.711 1.411 -0.30 -1.24 -0.17
O 3.361 1.752 0.205 0.81 0.79 0.13
H 5.125 1.334 1.221 0.14 0.14 -0.31
H 4.228 2.644 1.964 -0.41 0.26 -0.29
H 3.673 0.949 2.050 -0.02 0.14 0.46
H 2.556 1.236 0.285 -0.21 0.02 0.07
C -2.857 3.064 -1.218 -0.29 -1.02 -0.41
O -2.801 4.435 -1.475 -0.16 0.51 0.03
H -2.621 2.467 -2.099 0.55 -0.02 -0.20
H -2.220 2.758 -0.388 -0.02 -0.01 0.13
H -3.882 2.737 -1.042 -0.12 0.52 0.48
H -1.907 4.651 -1.750 0.02 0.05 -0.02
C -3.327 -2.870 0.576 1.69 -0.38 1.14
O -4.226 -2.954 -0.456 -1.16 0.10 -0.68
H -3.681 -3.223 1.545 -0.52 0.20 0.15
H -2.470 -3.515 0.384 0.44 -0.04 -0.14
H -2.937 -1.861 0.708 -0.29 0.12 -0.20
H -4.695 -3.785 -0.349 -0.14 0.01 -0.25
C 0.255 -2.041 2.409 -0.62 -1.53 -0.79
O 1.263 -1.079 2.437 0.19 0.38 0.72
H 0.460 -2.816 3.148 -0.23 -0.08 0.12
H -0.749 -1.639 2.545 -0.06 0.15 0.14
H 0.288 -2.542 1.442 -0.09 0.02 -0.10
H 1.339 -0.958 3.386 0.72 0.85 -0.03



No. 3
16
Properties=species:S:1:pos:R:3:forces:R:3 method="wB97M-V/def2-TZVPD" e_homo_ev=-10.06 smiles="C[C@@H](Cl)C=O.CO" homo_lumo_gap_ev=10.082 charge=0 total_energy_ha=-768.374106
C 0.936 -1.639 -0.296 -0.32 -1.14 -0.26
C 1.242 -0.223 -0.343 3.30 0.64 -0.53
Cl 3.143 -0.354 0.076 -0.74 0.50 0.15
C 1.508 0.578 -1.633 2.48 2.70 2.59
O 1.874 1.773 -1.582 -2.24 -3.41 -0.89
H 1.192 -1.988 0.709 -0.25 -0.01 -0.16
H 1.651 -2.146 -0.964 -1.12 -0.44 -0.21
H -0.150 -1.720 -0.414 0.19 -0.80 -0.55
H 0.796 0.225 0.464 -0.71 1.89 1.49
H 1.858 -0.150 -2.344 -0.25 0.04 -1.68
C -2.520 1.196 1.292 -0.52 -0.38 -2.58
O -1.296 0.604 0.569 -1.76 3.08 1.99
H -3.034 2.013 0.650 1.29 -1.11 0.91
H -2.145 1.641 2.217 -0.52 -0.53 0.00
H -3.347 0.365 1.289 1.73 1.49 0.90
H -1.708 -0.173 0.310 -0.54 -2.53 -1.16



No. 4
13
Properties=species:S:1:pos:R:3:forces:R:3 method="wB97M-V/def2-TZVPD" e_homo_ev=-8.86 smiles="C1=C[C@H]2S[C@@H]2C=C1" homo_lumo_gap_ev=9.383 charge=0 total_energy_ha=-630.301781
C 0.298 -0.550 -1.238 0.18 -0.17 -0.72
C 1.373 -0.271 -0.466 0.35 -0.10 -0.02
C 0.926 -0.024 0.942 0.08 -0.04 -0.31
S 0.917 1.165 2.289 0.08 0.09 0.13
C -0.190 0.948 0.895 -0.32 0.11 -0.11
C -1.408 0.244 0.402 1.07 -0.68 -0.98
C -1.090 -0.450 -0.731 -0.25 0.36 0.62
H 0.440 -0.907 -2.281 -0.12 0.29 0.86
H 2.412 -0.415 -0.791 -0.55 0.07 0.11
H 0.611 -0.970 1.377 -0.07 -0.07 0.01
H 0.018 1.768 0.202 0.10 -0.07 0.06
H -2.415 0.361 0.711 -0.71 0.22 0.35
H -1.891 -0.898 -1.311 0.17 -0.02 0.00



No. 5
80
Properties=species:S:1:pos:R:3:forces:R:3 method="wB97M-V/def2-TZVPD" e_homo_ev="-7.99 / -9.91" multiplicity=3 homo_lumo_gap_ev="4.803 / 6.582" charge=+1 total_energy_ha=-5495.027837
Ti -0.100 0.641 -0.032 -1.30 0.87 -0.96
N 4.006 -1.925 1.862 0.22 0.03 0.28
C 3.413 -0.747 1.565 0.05 -0.03 -0.13
N 2.582 -0.563 0.602 0.35 0.08 0.13
C 2.238 -1.645 -0.194 -0.37 0.78 -0.73
N 1.509 -1.470 -1.252 0.93 -2.04 -0.09
N 0.859 -0.324 -1.425 0.55 0.57 -1.68
C 0.772 0.234 -2.621 0.34 -0.30 -0.36
C -0.165 1.285 -2.768 -0.07 0.06 -0.52
C -0.264 2.085 -3.924 -0.09 -0.03 0.14
C -1.212 3.074 -3.980 0.13 -0.21 0.01
C -2.099 3.233 -2.904 0.05 -0.22 0.25
C -1.961 2.410 -1.808 -0.55 0.37 -0.24
N -0.999 1.488 -1.696 0.12 0.36 -1.27
C 2.766 -2.965 0.102 0.32 -0.24 0.30
C 2.400 -4.113 -0.604 0.15 -0.02 0.16
C 3.003 -5.321 -0.319 -0.07 0.03 -0.09
C 3.975 -5.403 0.674 0.05 0.16 0.16
C 4.321 -4.288 1.413 -0.03 -0.03 -0.02
C 3.710 -3.070 1.138 -0.43 -0.21 -0.55
H 4.678 -1.998 2.613 -0.15 0.19 -0.09
H 3.684 0.103 2.178 0.11 -0.03 0.13
H 1.383 -0.116 -3.449 -0.08 0.01 0.04
H 0.421 1.910 -4.740 0.04 -0.01 -0.08
H -1.290 3.706 -4.850 -0.01 0.07 -0.10
H -2.874 3.980 -2.934 -0.13 0.03 0.05
H -2.657 2.480 -0.976 0.14 0.04 -0.05
H 1.648 -4.032 -1.373 -0.02 0.08 -0.09
H 2.730 -6.208 -0.871 -0.03 -0.04 -0.05
H 4.462 -6.344 0.876 0.03 -0.10 0.04
H 5.063 -4.346 2.196 0.08 -0.06 0.08
Br -0.317 -0.100 7.367 0.03 -0.03 -0.27
C -0.183 -0.168 5.469 -0.16 0.22 0.29
C 0.240 -1.345 4.852 0.03 0.22 -0.28
C 0.329 -1.397 3.478 0.12 0.06 -0.17
C 0.017 -0.286 2.680 -0.20 0.47 1.31
O 0.132 -0.326 1.380 0.36 -1.80 3.27
C -0.425 0.919 3.322 0.26 -1.20 0.07
C -0.688 2.087 2.571 0.18 0.51 -1.05
N -0.639 2.118 1.252 -0.63 0.28 2.17
C -0.548 3.338 0.593 -0.08 1.61 -0.36
C -1.332 4.468 0.772 0.35 -0.92 0.05
C -1.174 5.560 -0.084 0.23 0.29 -0.31
C -0.203 5.567 -1.060 -0.25 0.02 0.26
C 0.681 4.483 -1.199 -0.15 -0.48 0.34
C 1.736 4.416 -2.133 0.22 -0.47 0.06
C 2.540 3.301 -2.151 -0.04 0.70 -0.10
C 2.278 2.233 -1.296 -0.24 -0.17 0.49
N 1.260 2.230 -0.436 0.97 0.52 -0.46
C 0.493 3.351 -0.370 -0.04 0.91 0.15
C -0.514 0.940 4.728 0.00 -0.10 -0.06
H 0.501 -2.205 5.446 -0.01 -0.12 0.08
H 0.636 -2.309 2.986 0.02 -0.08 -0.08
H -0.831 3.023 3.115 0.03 -0.04 -0.07
H -2.093 4.480 1.539 -0.13 -0.03 0.01
H -1.844 6.400 0.014 0.01 0.10 0.02
H -0.100 6.407 -1.726 0.01 0.19 -0.08
H 1.908 5.240 -2.807 0.05 0.13 -0.12
H 3.378 3.244 -2.827 0.10 -0.06 -0.09
H 2.921 1.361 -1.291 -0.17 -0.03 0.01
H -0.854 1.840 5.221 0.01 0.09 0.07
N -2.930 -0.119 1.804 -0.04 0.33 -0.13
C -2.470 -1.403 1.695 -0.34 -0.49 0.09
C -2.619 -2.316 2.725 0.02 0.40 -0.35
C -2.263 -3.655 2.557 0.16 -0.26 -0.21
C -1.782 -4.118 1.361 -0.09 -0.10 0.26
C -1.647 -3.234 0.277 -0.09 0.64 0.07
C -1.297 -3.663 -1.019 -0.13 0.36 -0.16
C -1.354 -2.771 -2.055 -0.06 -0.28 0.16
C -1.614 -1.423 -1.779 -0.39 0.02 0.08
N -1.805 -0.946 -0.560 -0.22 -0.37 -0.11
C -1.939 -1.851 0.449 -0.15 -0.80 0.13
H -3.113 0.233 2.729 0.02 0.07 -0.17
H -2.679 0.542 1.079 -0.16 -0.19 0.30
H -3.044 -1.993 3.665 -0.05 0.07 0.07
H -2.410 -4.337 3.378 0.01 -0.12 0.13
H -1.561 -5.162 1.211 0.04 -0.16 0.03
H -1.046 -4.701 -1.183 0.02 -0.13 -0.03
H -1.166 -3.083 -3.070 0.00 0.02 -0.12
H -1.679 -0.719 -2.602 0.24 0.03 0.17



No. 6
12
Properties=species:S:1:pos:R:3:forces:R:3 method="wB97M-V/def2-TZVPD" e_homo_ev=-10.68 homo_lumo_gap_ev=10.440 charge=0 total_energy_ha=-422.114120
H -2.087 -2.691 -0.573 0.44 1.15 0.68
N -2.296 -1.732 -0.229 0.62 0.86 -0.34
C -1.468 -0.821 -0.066 2.39 -0.50 -0.39
O 0.121 -0.915 -0.153 -3.57 -0.80 0.05
B 0.569 0.329 0.116 1.86 -0.29 -0.60
C 2.134 0.566 -0.005 1.16 2.71 0.89
O -0.440 1.256 0.329 1.53 1.25 0.16
C -1.618 0.718 0.241 -2.47 -1.36 0.57
O -2.640 1.297 0.446 0.09 -0.41 -0.35
H 2.702 1.085 0.907 -1.54 -1.18 -1.64
H 2.418 1.308 -0.858 -0.66 -1.48 1.18
H 2.603 -0.402 -0.153 0.15 0.04 -0.22